DFT (ωB97M-V with the def2-TZVPD basis set) results for C21H31ClN2O2S in the gas phase.

Values from the calculation:
HOMO   -8.352 eV
Molar mass   411.01 g mol⁻¹
DFT total energy   -52695.36403 eV
SMILES   COCCCCCCCCCCCCc1ccc(CC(=O)Cl)c2nsnc12
LUMO   -1.74 eV

Each line ends with the natural charge from an NBO analysis.
Element x y z (Å)
C: -1.514 3.754 -1.441  -0.284
O: -0.778 4.048 -2.681  -0.567
C: -0.241 2.834 -3.317  -0.075
C: 1.053 2.347 -2.436  -0.435
C: 1.895 1.083 -3.138  -0.417
C: 2.458 0.184 -1.874  -0.424
C: 3.817 -0.673 -2.200  -0.412
C: 4.562 -0.922 -0.723  -0.405
C: 3.483 -1.501 0.411  -0.432
C: 3.091 -0.392 1.561  -0.411
C: 1.493 -0.414 1.986  -0.416
C: 1.205 0.616 3.258  -0.416
C: -0.308 1.276 3.097  -0.409
C: -1.469 0.352 3.859  -0.457
C: -2.241 -0.525 2.664  0.031
C: -3.231 0.362 1.675  -0.249
C: -3.976 -0.442 0.452  -0.203
C: -3.757 -2.084 0.237  -0.021
C: -4.559 -2.717 -1.085  -0.519
C: -3.706 -2.149 -2.406  0.515
O: -2.365 -2.326 -2.343  -0.519
Cl: -4.470 -1.286 -3.858  -0.037
C: -2.799 -2.969 1.230  0.106
N: -2.496 -4.472 1.149  -0.554
S: -1.452 -4.664 2.535  0.823
N: -1.187 -3.114 3.329  -0.554
C: -2.028 -2.173 2.482  0.098
H: -1.221 4.567 -0.621  0.196
H: -1.319 2.694 -0.985  0.184
H: -2.697 3.850 -1.551  0.179
H: -1.102 2.032 -3.325  0.183
H: 0.157 3.067 -4.417  0.202
H: 0.668 1.899 -1.399  0.197
H: 1.830 3.184 -2.183  0.220
H: 2.722 1.456 -3.876  0.209
H: 1.135 0.394 -3.730  0.205
H: 2.729 0.964 -1.020  0.200
H: 1.610 -0.561 -1.567  0.221
H: 4.533 -0.083 -2.912  0.206
H: 3.603 -1.717 -2.738  0.206
H: 5.396 -1.738 -0.915  0.212
H: 5.001 0.125 -0.399  0.206
H: 4.054 -2.372 0.968  0.213
H: 2.557 -1.992 -0.114  0.217
H: 3.299 0.716 1.170  0.201
H: 3.690 -0.585 2.568  0.211
H: 1.088 -1.492 2.249  0.216
H: 0.885 -0.039 1.054  0.200
H: 2.009 1.489 3.135  0.207
H: 1.371 0.107 4.307  0.215
H: -0.229 2.363 3.578  0.217
H: -0.578 1.354 1.949  0.221
H: -2.318 1.074 4.287  0.233
H: -1.015 -0.339 4.688  0.243
H: -3.412 1.515 1.760  0.251
H: -4.674 0.155 -0.295  0.240
H: -5.646 -2.232 -1.041  0.251
H: -4.607 -3.886 -1.050  0.282

DFT (ωB97M-V with the def2-TZVPD basis set) results for C4H4N2O in the gas phase.

Values from the calculation:
HOMO   -11.833 eV
Molar mass   96.09 g mol⁻¹
Relative energy (zero: lowest compared OMol25 entry of this formula, charge and spin)   78.8 kcal/mol
DFT total energy   -9237.07121 eV
LUMO   0.42 eV

Each line ends with the natural charge from an NBO analysis.
Element x y z (Å)
N: -0.502 2.188 0.297  -0.557
C: 0.667 2.027 0.105  0.301
C: -0.797 0.670 0.711  0.060
O: -0.984 -0.180 -0.358  -0.485
C: 0.162 -0.756 -0.957  -0.177
C: 0.986 -1.527 -0.003  0.231
N: 1.631 -2.113 0.757  -0.282
H: -1.752 0.840 1.177  0.227
H: -0.072 0.270 1.435  0.200
H: -0.211 -1.431 -1.733  0.244
H: 0.796 0.010 -1.422  0.237

DFT (ωB97M-V with the def2-TZVPD basis set) results for a 5-piece molecular cluster, C14H34NO10S4 overall.

Values from the calculation:
Net charge   -1
HOMO   -4.639 eV
Molar mass   504.69 g mol⁻¹
DFT total energy   -80371.79905 eV
LUMO   1.71 eV

Each line ends with the natural charge from an NBO analysis.
Element x y z (Å)
C: 1.710 -0.202 -0.795  -0.629
C: 0.983 1.042 -1.291  -0.052
O: 0.094 1.536 -0.303  -0.537
C: -0.693 2.613 -0.781  -0.072
C: -2.092 2.128 -1.126  -0.092
O: -2.640 1.538 0.044  -0.532
C: -4.000 1.558 0.076  0.910
O: -4.591 2.212 0.876  -0.589
N: -4.564 0.746 -0.930  -0.323
O: -5.868 1.210 -1.247  -0.561
C: -4.676 -0.700 -0.503  0.852
O: -4.629 -0.904 0.718  -0.761
O: -4.777 -1.502 -1.443  -0.731
H: 1.437 -0.434 0.232  0.218
H: 2.778 -0.033 -0.858  0.213
H: 1.462 -1.047 -1.425  0.218
H: 1.699 1.830 -1.556  0.145
H: 0.432 0.816 -2.211  0.157
H: -0.260 3.020 -1.699  0.161
H: -0.766 3.373 -0.004  0.182
H: -2.002 1.426 -1.959  0.177
H: -2.668 2.988 -1.472  0.198
H: -5.720 1.938 -1.858  0.456
C: -5.768 6.464 0.053  -0.836
S: -3.979 6.280 0.069  1.249
O: -3.669 5.073 -0.730  -0.989
C: -3.860 5.782 1.790  -0.837
H: -6.067 6.724 -0.960  0.232
H: -6.229 5.520 0.344  0.246
H: -6.057 7.261 0.738  0.218
H: -4.456 4.883 1.947  0.263
H: -4.205 6.597 2.428  0.213
H: -2.815 5.568 2.002  0.240
C: 4.300 -2.824 -4.735  -0.833
S: 4.212 -2.550 -2.959  1.254
O: 3.584 -1.220 -2.752  -0.987
C: 5.975 -2.347 -2.701  -0.834
H: 3.284 -2.934 -5.107  0.240
H: 4.777 -1.967 -5.212  0.226
H: 4.865 -3.735 -4.934  0.221
H: 6.346 -1.523 -3.310  0.226
H: 6.490 -3.273 -2.957  0.221
H: 6.140 -2.123 -1.650  0.264
C: -4.262 -4.372 1.976  -0.843
S: -3.914 -4.096 3.710  1.249
O: -3.715 -5.432 4.351  -1.012
C: -5.567 -3.537 4.133  -0.834
H: -3.362 -4.765 1.510  0.233
H: -5.074 -5.093 1.878  0.215
H: -4.529 -3.420 1.504  0.290
H: -6.289 -4.316 3.886  0.219
H: -5.782 -2.623 3.579  0.253
H: -5.590 -3.336 5.202  0.224
C: 7.301 -1.445 2.098  -0.832
S: 8.650 -1.247 0.929  1.257
O: 8.155 -1.727 -0.387  -0.995
C: 9.684 -2.552 1.607  -0.833
H: 6.517 -0.743 1.824  0.250
H: 6.919 -2.464 2.045  0.233
H: 7.658 -1.222 3.104  0.227
H: 9.139 -3.496 1.587  0.231
H: 9.968 -2.295 2.627  0.226
H: 10.575 -2.628 0.987  0.238

DFT (ωB97M-V with the def2-TZVPD basis set) results for a 2-piece molecular cluster, C2H4NO2 overall.

Values from the calculation:
Net charge   +1
HOMO (alpha / beta)   -16.059 / -16.059 eV
Molar mass   74.06 g mol⁻¹
Relative energy (zero: lowest compared OMol25 entry of this formula, charge and spin)   80.9 kcal/mol
DFT total energy   -7712.44779 eV
LUMO (alpha / beta)   -7.53 / -7.53 eV

Each line ends with the natural charge from an NBO analysis.
Element x y z (Å)
C: 0.295 0.840 -0.069  0.532
C: 1.058 -0.489 0.052  -0.686
N: -1.980 -0.609 -0.106  0.605
O: -3.028 -0.299 0.068  0.068
O: -0.892 0.990 -0.124  -0.454
H: 0.989 1.634 -0.116  0.185
H: 0.445 -1.170 -0.500  0.238
H: 1.066 -0.542 1.033  0.252
H: 2.047 -0.355 -0.237  0.260

DFT (ωB97M-V with the def2-TZVPD basis set) results for C20H24CaF12N2O20S4 as an isolated structure.

Values from the calculation:
Net charge   +1
HOMO (alpha / beta)   -11.994 / -11.994 eV
Molar mass   1008.73 g mol⁻¹
Spin multiplicity   2
⟨S²⟩   0.76
DFT total energy   -159439.54864 eV
LUMO (alpha / beta)   -2.74 / -8.66 eV

Each line ends with the Löwdin spin population.
Element x y z (Å)
Ca: 0.729 0.890 -0.121  0.003
C: 4.871 1.200 0.780  0.007
F: 4.969 -0.035 1.172  0.003
F: 4.252 1.998 1.694  0.004
F: 6.092 1.636 0.510  0.005
S: 3.755 1.386 -0.796  0.016
O: 2.841 2.539 -0.558  0.007
O: 4.573 1.484 -1.972  0.001
N: 2.704 0.001 -0.754  0.376
S: 3.396 -1.146 -1.500  -0.036
O: 2.982 -1.386 -2.900  0.325
O: 4.794 -1.303 -1.192  0.262
C: 2.682 -2.728 -0.547  0.010
F: 3.676 -3.346 0.202  0.004
F: 1.727 -2.454 0.327  0.001
F: 2.227 -3.553 -1.446  0.005
C: -2.889 2.231 2.074  0.000
F: -2.387 3.034 3.010  0.000
F: -2.917 0.959 2.509  0.000
F: -4.094 2.646 1.760  0.000
S: -2.008 2.286 0.332  0.000
O: -1.937 0.951 -0.084  0.000
O: -2.810 3.083 -0.580  0.000
N: -0.370 2.740 0.550  0.000
S: -0.396 4.269 0.498  0.000
O: 0.067 4.665 -0.827  0.000
O: -1.563 4.929 1.013  0.000
C: 1.017 4.802 1.693  0.000
F: 1.506 6.016 1.323  0.000
F: 0.480 4.903 2.933  0.000
F: 2.022 3.874 1.771  0.000
C: 3.389 2.161 5.904  0.000
C: 2.567 1.025 5.274  0.000
C: 1.076 1.250 5.204  0.000
O: 0.738 0.933 3.875  0.000
C: 1.833 0.710 3.167  0.000
O: 1.891 0.477 1.972  0.004
O: 2.918 0.859 3.934  0.000
H: 3.129 3.179 5.616  0.000
H: 4.470 2.027 5.934  0.000
H: 3.236 2.116 6.983  0.000
H: 2.863 0.067 5.701  0.000
H: 1.051 2.311 5.453  0.000
H: 0.512 0.699 5.956  0.000
C: -2.796 -4.696 0.658  0.000
C: -2.876 -3.166 1.062  0.000
C: -2.699 -3.068 2.520  0.000
O: -1.768 -2.055 2.613  0.000
C: -1.253 -1.669 1.419  0.000
O: -0.402 -0.830 1.296  0.000
O: -1.820 -2.435 0.539  0.000
H: -3.670 -5.222 1.044  0.000
H: -1.790 -5.113 0.638  0.000
H: -3.131 -4.679 -0.379  0.000
H: -3.707 -2.544 0.730  0.000
H: -2.447 -3.978 3.063  0.000
H: -3.692 -2.750 2.840  0.000
C: -3.398 1.040 -4.497  0.000
C: -1.876 1.234 -4.846  0.000
C: -1.520 2.727 -5.051  0.000
O: -0.464 2.930 -4.178  0.000
C: -0.333 1.888 -3.377  0.000
O: 0.337 1.917 -2.368  0.002
O: -1.136 0.936 -3.711  0.000
H: -3.742 1.702 -3.703  0.000
H: -3.567 0.027 -4.132  0.000
H: -4.056 1.198 -5.352  0.000
H: -1.567 0.570 -5.653  0.000
H: -2.402 3.348 -4.891  0.000
H: -1.040 2.901 -6.014  0.000
C: -0.404 -4.868 -2.508  0.000
C: -0.745 -3.635 -3.395  0.000
C: -2.138 -3.050 -3.191  0.000
O: -1.890 -2.105 -2.180  0.000
C: -0.650 -1.827 -2.107  0.000
O: -0.252 -0.837 -1.488  -0.001
O: 0.101 -2.642 -2.988  0.000
H: -0.301 -4.528 -1.477  0.000
H: 0.544 -5.190 -2.940  0.000
H: -1.164 -5.645 -2.583  0.000
H: -0.681 -3.971 -4.430  0.000
H: -2.818 -3.769 -2.733  0.000
H: -2.447 -2.531 -4.098  0.000

DFT (ωB97M-V with the def2-TZVPD basis set) results for C31H34GeN3P2PtS3SbSe3 as an isolated structure.

Values from the calculation:
Net charge   -1
HOMO (alpha / beta)   -3.587 / -4.734 eV
Molar mass   1233.11 g mol⁻¹
Spin multiplicity   4
⟨S²⟩   3.78
Relative energy (zero: lowest compared OMol25 entry of this formula, charge and spin)   12.7 kcal/mol
DFT total energy   -350595.43744 eV
LUMO (alpha / beta)   2.18 / 0.91 eV

Each line ends with the Löwdin spin population.
Element x y z (Å)
Pt: 3.357 1.036 1.198  1.187
Se: -3.344 -0.627 -0.799  0.000
P: -2.092 -1.661 0.546  0.000
C: -1.955 -3.423 0.107  0.000
C: -1.422 -3.749 -1.145  0.000
C: -1.385 -5.067 -1.565  0.000
C: -1.890 -6.077 -0.749  0.000
C: -2.429 -5.760 0.487  0.000
C: -2.462 -4.432 0.916  0.000
C: -2.686 -1.656 2.263  0.000
C: -1.817 -2.068 3.277  0.000
C: -2.246 -2.086 4.599  0.000
C: -3.544 -1.692 4.911  0.000
C: -4.408 -1.274 3.903  0.000
C: -3.978 -1.252 2.576  0.000
C: -0.383 -1.106 0.708  0.000
C: 0.305 0.103 0.834  0.007
N: 1.617 -0.223 0.930  0.059
N: 1.763 -1.542 0.825  0.003
N: 0.563 -2.089 0.689  0.005
P: -0.109 1.833 1.035  0.021
Se: 1.616 3.097 0.932  0.127
C: -1.265 2.318 -0.264  0.004
C: -2.476 2.953 -0.019  0.002
C: -3.275 3.360 -1.084  0.000
C: -2.859 3.141 -2.389  0.001
C: -1.635 2.523 -2.636  0.000
C: -0.838 2.115 -1.579  0.002
C: -0.971 1.945 2.619  0.001
C: -2.226 1.343 2.764  0.000
C: -2.890 1.394 3.984  0.000
C: -2.293 2.039 5.064  0.000
C: -1.038 2.620 4.926  0.000
C: -0.373 2.578 3.703  0.002
H: -1.031 -2.964 -1.781  0.000
H: -0.958 -5.310 -2.534  0.000
H: -1.864 -7.109 -1.082  0.000
H: -2.824 -6.542 1.127  0.000
H: -2.885 -4.197 1.885  0.000
H: -0.798 -2.361 3.030  0.000
H: -1.565 -2.400 5.386  0.000
H: -3.880 -1.704 5.945  0.000
H: -5.417 -0.959 4.149  0.000
H: -4.631 -0.918 1.775  0.000
H: -2.805 3.135 0.996  0.000
H: -4.227 3.844 -0.889  0.000
H: -3.489 3.453 -3.218  0.000
H: -1.302 2.354 -3.656  0.000
H: 0.117 1.641 -1.770  0.000
H: -2.686 0.830 1.926  0.000
H: -3.862 0.924 4.089  0.000
H: -2.806 2.078 6.021  0.000
H: -0.564 3.100 5.775  0.000
H: 0.618 3.003 3.595  0.000
S: 6.323 -0.806 4.486  0.445
Sb: 5.450 1.187 3.767  0.270
S: 3.087 1.039 3.739  0.382
S: 5.652 1.215 1.347  0.353
C: 3.137 2.215 -5.176  0.002
Ge: 3.408 0.356 -4.692  0.006
C: 4.469 -0.520 -6.057  0.003
C: 1.696 -0.537 -4.491  0.000
C: 4.285 0.257 -2.959  0.016
Se: 3.271 1.311 -1.654  0.092
C: 4.404 2.886 -1.747  0.002
H: 2.550 2.288 -6.099  0.000
H: 4.096 2.722 -5.333  0.000
H: 2.594 2.722 -4.372  0.002
H: 3.947 -0.478 -7.020  0.001
H: 4.637 -1.571 -5.796  0.000
H: 5.441 -0.024 -6.163  0.000
H: 1.076 -0.432 -5.387  0.000
H: 1.156 -0.103 -3.641  0.000
H: 1.847 -1.604 -4.292  0.000
H: 5.315 0.615 -2.961  0.000
H: 4.288 -0.770 -2.593  0.001
H: 4.427 3.270 -2.765  0.001
H: 5.399 2.626 -1.398  0.002
H: 3.975 3.621 -1.081  0.000